1.
Here is the molecule C5H10S at a distorted geometry from OMol25. Energies are from the ωB97M-V functional and the def2-TZVPD basis.

```
! RIJCOSX wB97M-V def2-TZVPD def2/J DEFGRID3
* xyz 0 1
C -0.3696 -2.2436 -1.1592
C 0.2268 -0.8691 -1.3412
C 0.2753 -0.0949 -0.0938
C 0.0642 1.2513 0.1112
C 0.5244 1.8977 1.3701
S -0.9282 2.3889 2.4271
H -0.2305 -2.8415 -2.0533
H 0.2322 -2.7219 -0.3863
H -1.4888 -2.2971 -0.9633
H 1.1486 -0.9033 -1.9355
H -0.4014 -0.2314 -1.9838
H 0.6543 -0.7151 0.7328
H -0.3195 1.9587 -0.6338
H 0.9294 2.8697 1.1438
H 1.2452 1.2759 1.9564
H -1.5625 1.2757 2.8087
*
```

- electronic energy (eV) = -16181.2242
- SMILES = CC/C=C/CS
- energy relative to the best compared isomer or geometry (same formula, charge and spin) (kJ/mol) = 120.9
- maximum force (eV/A) = 2.8
- HOMO (eV) = -8.728

=====

2.
Here is C36H32AlN5O6P as an isolated structure at a distorted geometry from OMol25. Energies are from the ωB97M-V functional and the def2-TZVPD basis.

```
! RIJCOSX wB97M-V def2-TZVPD def2/J DEFGRID3
* xyz 1 1
Al 0.2988 -0.3166 0.8983
O 0.8790 -1.0481 2.4272
C -0.1537 -1.3202 3.2736
C -0.6936 -0.0909 3.9298
C -0.7632 0.0777 5.3021
C -1.0388 1.3092 5.8339
C -1.3834 2.4202 5.0085
C -1.4224 2.1468 3.6594
C -1.0354 0.9714 3.0904
O -0.9491 0.9991 1.7635
N -1.0110 1.5216 7.2994
O -0.6450 0.6516 8.0223
O -1.2613 2.6406 7.6608
H 0.1399 -2.1441 3.9571
H -0.5883 -0.7297 5.9929
H -1.5312 3.3332 5.4996
H -1.7044 2.8945 2.9188
O -1.4152 -1.8493 2.5061
C -1.3202 -1.5775 1.2287
C -2.4692 -2.0100 0.4470
C -3.4457 -2.8403 0.9864
C -4.5153 -3.2375 0.1592
C -4.6494 -2.7213 -1.1291
C -3.7522 -1.8143 -1.6150
C -2.6038 -1.4885 -0.8350
P -1.2840 -0.3407 -1.3757
C -2.0439 0.9342 -2.3698
C -2.2070 0.9627 -3.7680
C -2.6663 2.1262 -4.3681
C -2.7009 3.3093 -3.6723
C -2.5388 3.2678 -2.2746
C -2.3272 2.0860 -1.5677
C -0.3664 -1.3495 -2.5559
C 0.5851 -0.8165 -3.3689
C 1.3363 -1.5288 -4.2601
C 1.0343 -2.9289 -4.3852
C 0.1021 -3.4890 -3.5658
C -0.5996 -2.7030 -2.6158
H -3.3945 -3.1350 2.0225
H -5.3208 -3.9089 0.5042
H -5.4765 -2.9509 -1.7978
H -3.8321 -1.3261 -2.5772
H -2.0003 0.1463 -4.3992
H -2.8581 2.1429 -5.4010
H -2.8511 4.2160 -4.2336
H -2.5264 4.2452 -1.7236
H -2.1772 2.0524 -0.5570
H 0.7864 0.2063 -3.3691
H 2.1456 -1.1263 -4.8499
H 1.5203 -3.5056 -5.1487
H -0.1034 -4.5393 -3.6162
H -1.2224 -3.2328 -1.9221
C 4.8205 -2.8103 -1.4345
N 3.3982 -2.5278 -1.0599
C 2.5328 -3.5895 -0.5634
C 1.4138 -2.8006 0.0529
O 0.4235 -3.2577 0.5787
N 1.6540 -1.4306 -0.1546
C 2.8272 -1.3365 -0.7807
N 3.3496 -0.1252 -1.0490
H 4.8642 -3.5101 -2.2781
H 5.2199 -3.3165 -0.5745
H 5.3648 -1.8622 -1.6563
H 2.9448 -4.1898 0.2432
H 2.1100 -4.2734 -1.2914
H 2.9887 0.6870 -0.6089
H 4.1096 0.0096 -1.7134
C 2.7764 5.4382 0.9520
C 2.2687 4.0427 0.8543
C 2.3210 3.1416 1.9118
C 1.8598 1.8879 1.7706
N 1.3084 1.4227 0.6498
C 1.3026 2.2589 -0.4255
C 1.8145 3.5197 -0.3878
H 3.8624 5.3643 1.0668
H 2.4260 5.9548 1.8826
H 2.4834 6.0085 0.1271
H 2.7420 3.5133 2.8197
H 1.9967 1.1424 2.6186
H 0.9646 1.9133 -1.3561
H 1.8729 4.1340 -1.2630
*
```

- electronic energy (eV) = -73468.1437
- energy relative to the best compared isomer or geometry (same formula, charge and spin) (kJ/mol) = 0.0
- maximum force (eV/A) = 4.7
- HOMO (eV) = -10.177

=====

3.
Here is a 2-piece molecular cluster, C2H7NOS overall at a distorted geometry from OMol25. Energies are from the ωB97M-V functional and the def2-TZVPD basis.

```
! RIJCOSX wB97M-V def2-TZVPD def2/J DEFGRID3
* xyz 0 1
C 1.1780 0.4662 -0.0771
C 0.2377 -0.2708 -0.8979
N -2.3859 -1.1281 0.0329
O -2.1069 1.3692 -0.3735
S -1.5110 0.1385 0.0606
H 1.8630 -0.1760 0.4876
H 1.7115 1.3026 -0.7565
H 0.6846 0.9792 0.9238
H 0.1572 -1.3642 -0.8818
H 0.0650 0.1309 -1.8461
H -1.8391 -1.8347 0.4449
H -0.2459 0.7896 1.7851
*
```

- electronic energy (eV) = -16554.8800
- energy relative to the best compared isomer or geometry (same formula, charge and spin) (kJ/mol) = 568.5
- maximum force (eV/A) = 3.0
- HOMO (spin up / spin down) (eV) = -9.105 / -9.107

=====

4.
Here is the molecule C3H6Cl2S at a distorted geometry from OMol25. Energies are from the ωB97M-V functional and the def2-TZVPD basis.

```
! RIJCOSX wB97M-V def2-TZVPD def2/J DEFGRID3
* xyz 0 1
C -1.0621 0.8824 0.5175
C -0.3068 -0.3378 0.0408
S -0.9587 -0.9122 -1.4833
C 1.2976 0.0088 -0.1357
Cl 2.1445 -1.5957 -0.2554
Cl 1.8537 1.2437 -1.1989
H -2.0056 0.9079 0.0552
H -1.1075 0.8515 1.5693
H -0.4797 1.7787 0.3174
H -0.2854 -1.0713 0.8380
H -0.7018 -2.1838 -1.1064
H 1.6117 0.4278 0.8415
*
```

- electronic energy (eV) = -39087.8724
- SMILES = C[C@@H](S)C(Cl)Cl
- energy relative to the best compared isomer or geometry (same formula, charge and spin) (kJ/mol) = 41.5
- maximum force (eV/A) = 3.3
- HOMO (eV) = -9.344

=====

5.
Here is C19H28IO2Pt as an isolated structure at a distorted geometry from OMol25. Energies are from the ωB97M-V functional and the def2-TZVPD basis.

```
! RIJCOSX wB97M-V def2-TZVPD def2/J DEFGRID3
* xyz -1 3
O 0.2243 -4.2574 0.1890
C 0.3227 -5.0801 1.3831
C 1.3603 -6.0011 0.7450
H -0.6181 -5.5638 1.7115
H 0.7365 -4.5478 2.2325
C 1.1134 -5.1466 -0.5342
H 1.0256 -7.0380 0.8986
H 2.4089 -5.8310 1.2092
C 0.3382 -5.6932 -1.7136
H -0.4440 -6.3273 -1.2913
H 0.9816 -6.2687 -2.3912
H -0.2312 -4.9009 -2.2497
C 2.3567 -4.3270 -0.8693
H 2.7671 -3.7842 0.0204
H 2.1628 -3.4844 -1.5857
H 3.1495 -4.9693 -1.2807
Pt -1.7595 0.0688 0.4801
C 0.3406 0.5736 1.0445
C -0.5049 0.7541 2.2439
C -0.3811 -0.4522 3.0495
H -0.8830 1.7339 2.5767
C 0.4640 -1.3736 2.3453
C 0.9229 -0.7631 1.1696
H 1.5247 -1.2634 0.4008
H 0.8702 1.4134 0.5785
H -0.7630 -0.5800 4.0561
H 0.7588 -2.3552 2.7031
C -1.2932 1.1550 -1.5102
C -0.2257 0.1947 -1.5448
C -0.7796 -1.1110 -1.4645
H 0.8370 0.4281 -1.6396
C -2.2329 -0.9872 -1.4226
C -2.5599 0.4205 -1.5699
H -3.5572 0.8493 -1.7241
H -1.1840 2.2350 -1.6050
H -0.2462 -2.0688 -1.4690
H -2.9338 -1.8368 -1.4015
O -3.0416 -3.8628 0.0015
C -2.9637 -5.3912 0.1507
C -4.0579 -5.9017 1.1087
H -2.0662 -5.5230 0.7499
H -2.8061 -5.9572 -0.7894
C -4.6253 -4.5994 1.7376
H -3.5992 -6.4765 1.8987
H -4.8296 -6.5243 0.6082
C -3.7315 -3.4749 1.1443
H -4.5272 -4.6339 2.8378
H -5.6583 -4.3748 1.4670
H -2.8496 -3.2382 1.8048
H -4.2749 -2.5450 0.8515
I -3.1909 -1.1255 2.2075
*
```

- electronic energy (eV) = -35592.8223
- energy relative to the best compared isomer or geometry (same formula, charge and spin) (kJ/mol) = 216.9
- maximum force (eV/A) = 5.2
- HOMO (spin up / spin down) (eV) = -1.851 / -2.315
- <S²> = 2.0123

=====

6.
Here is C5H5FO as an isolated structure at a distorted geometry from OMol25. Energies are from the ωB97M-V functional and the def2-TZVPD basis.

```
! RIJCOSX wB97M-V def2-TZVPD def2/J DEFGRID3
* xyz 0 1
C 0.9389 -0.4249 0.0087
C -0.2320 -0.3051 1.0097
C -0.2867 -0.4543 -0.9373
C -0.9130 0.9587 -0.7102
C -0.8719 1.0300 0.6073
H 1.5072 -1.4226 -0.0600
H -0.1356 -0.6777 2.0208
H -0.3000 -0.9019 -1.9338
H -1.2699 1.6136 -1.4383
H -1.1291 1.8834 1.3536
O -0.9301 -1.2352 0.0816
F 1.8841 0.5068 -0.0516
*
```

- electronic energy (eV) = -10027.9243
- energy relative to the best compared isomer or geometry (same formula, charge and spin) (kJ/mol) = 207.7
- maximum force (eV/A) = 3.0
- HOMO (eV) = -9.784